108
Properties=species:S:1:pos:R:3:forces:R:3 method="wB97M-V/def2-TZVPD" spin_multiplicity=1 total_energy_ev=-51872.849 total_charge=+2
O -2.3906 -0.7243 -0.5789 0.56 0.36 -0.23
H -2.2315 -0.3647 0.3652 -0.88 -0.06 0.55
H -1.9161 -0.1453 -1.2335 0.09 0.68 0.08
H -1.9616 -1.6674 -0.6455 -0.08 -1.07 -0.60
O -0.7174 0.4478 -4.6219 -0.18 -0.17 -0.67
H -0.9346 0.5932 -3.6317 -0.41 0.72 1.99
H -1.3149 -0.2205 -5.0176 0.18 0.00 0.10
H -0.8515 1.2951 -5.0856 0.20 -0.15 -0.08
O -2.3665 3.6557 -3.0944 0.90 0.69 -0.45
H -3.3748 3.6836 -2.8854 -1.30 -0.99 0.37
H -2.2383 3.5828 -4.0502 -0.09 0.25 0.05
H -1.8137 2.9439 -2.6277 -0.34 -1.32 0.58
C 0.8140 0.8025 -0.8517 1.47 0.92 -0.21
C 0.1029 1.8062 -1.7652 -0.89 -1.13 0.80
O -1.2447 1.3783 -2.0328 0.05 0.19 -2.27
H 1.5497 1.4030 -0.3036 0.04 -0.24 0.16
H 1.4233 0.0903 -1.4116 -0.33 -0.27 -0.04
H 0.2397 0.2867 -0.0871 -0.43 0.14 -0.26
H 0.6622 1.9082 -2.7039 0.22 0.17 0.10
H 0.0736 2.7785 -1.2625 0.03 0.08 -0.12
C 1.9462 -0.0617 4.8735 0.88 -0.26 -0.71
C 3.4392 0.3611 4.8539 -0.44 0.64 0.24
C 3.8576 1.3318 3.7339 -0.01 -1.01 0.10
O 3.5104 0.7590 2.4735 0.09 1.01 -0.41
C 3.8876 1.6625 1.4407 -0.33 -0.55 -0.52
N 3.7204 0.9911 6.1401 0.59 -0.12 0.28
H 1.8044 -0.9548 5.4814 0.16 0.25 0.44
H 1.6394 -0.4006 3.8810 -0.16 0.53 -0.06
H 1.3343 0.7530 5.2582 -0.18 -0.02 -0.15
H 4.0628 -0.5266 4.7463 0.00 -0.09 0.15
H 4.9438 1.4812 3.7306 0.09 -0.16 0.30
H 3.4548 2.3342 3.9292 -0.52 -0.05 -0.39
H 3.6155 1.2513 0.4651 -0.28 -0.25 0.18
H 4.9661 1.8105 1.3471 0.09 0.22 0.56
H 3.3437 2.6026 1.5540 0.26 0.24 0.04
H 4.7055 1.2228 6.2191 0.04 -0.18 0.10
H 3.2410 1.8786 6.2458 -0.27 -0.11 -0.10
C -3.2086 1.3283 3.9886 -0.23 0.91 -0.13
C -2.5529 1.1276 2.6320 0.12 0.50 0.07
C -1.0199 1.3026 2.6851 -0.40 -1.04 -0.46
O -0.6559 2.4811 3.3166 -0.13 0.64 0.27
C 0.5141 3.0908 2.7818 -0.08 -0.90 0.25
N -2.8614 -0.1552 1.9848 0.94 -0.56 0.22
H -4.2831 1.4874 3.8752 -0.03 -0.19 0.00
H -2.8132 2.2697 4.3747 -0.05 -0.07 0.19
H -3.0526 0.5662 4.7518 0.26 -0.25 -0.29
H -2.9148 1.8792 1.9235 -0.10 0.27 0.29
H -0.6743 1.2496 1.6432 0.16 0.28 -0.04
H -0.5690 0.4308 3.1796 0.03 -0.03 0.17
H 0.7678 3.9651 3.3746 -0.38 0.21 -0.18
H 0.3126 3.2961 1.7276 0.36 0.37 -0.05
H 1.3635 2.4070 2.8854 0.00 -0.09 -0.26
H -3.8619 -0.3236 1.9448 -0.06 0.23 -0.01
H -2.5140 -0.8631 2.6330 -0.03 -0.24 -0.23
C -0.5773 -5.1478 0.1238 1.06 0.09 0.38
C -0.8893 -3.6696 0.3683 -0.49 -0.58 -0.04
C 0.2922 -2.8268 0.8170 0.31 0.28 0.27
O 0.6981 -3.0834 2.1499 -0.50 0.21 -0.67
C 2.0162 -2.6030 2.3813 0.13 -0.76 -0.44
N -1.3678 -3.1380 -0.9523 0.92 0.19 0.31
H 0.1110 -5.1715 -0.7269 -0.11 -0.18 -0.14
H -1.4495 -5.7621 -0.0947 -0.14 0.20 -0.01
H -0.0223 -5.6351 0.9273 -0.22 0.18 0.24
H -1.7009 -3.5545 1.0914 0.01 -0.05 0.05
H 0.0537 -1.7565 0.7621 -0.29 0.12 -0.18
H 1.1151 -2.9570 0.1015 0.18 -0.27 0.06
H 2.2374 -1.5996 2.0010 -0.49 0.20 0.17
H 2.6781 -3.2765 1.8238 0.36 -0.01 0.38
H 2.1708 -2.6563 3.4549 0.25 -0.01 -0.09
H -0.5065 -3.0569 -1.5079 0.01 0.52 -0.03
H -1.7425 -3.9572 -1.4250 -0.87 0.31 0.06
C 4.1078 -0.5743 -3.0201 0.33 0.00 -0.85
C 4.5092 -2.0012 -2.6991 0.20 0.79 1.61
C 5.9467 -2.0454 -2.1901 -0.15 -0.35 -0.42
O 6.2840 -3.3891 -1.9426 0.12 0.15 -0.34
C 7.5853 -3.5076 -1.4198 0.43 -0.90 0.71
N 3.6354 -2.4755 -1.6079 -0.55 -0.59 -0.11
H 4.0032 0.1172 -2.1838 -0.01 -0.29 0.26
H 3.1750 -0.6225 -3.5862 -0.04 0.36 0.05
H 4.8970 -0.1737 -3.6614 -0.27 0.24 -0.16
H 4.3582 -2.5740 -3.6140 0.19 -0.42 0.25
H 6.0099 -1.5064 -1.2349 -0.02 0.36 -0.11
H 6.6204 -1.5799 -2.9194 0.16 -0.08 0.06
H 8.3710 -3.0829 -2.0480 -0.20 0.25 -0.12
H 7.8123 -4.5677 -1.2981 -0.17 -0.04 -0.29
H 7.6572 -3.1192 -0.3975 -0.07 0.45 -0.13
H 3.7661 -1.8738 -0.7989 -0.06 0.26 -0.14
H 3.9629 -3.3764 -1.2654 0.00 -0.13 -0.32
C -5.0016 1.9916 -0.6973 -0.31 -0.45 0.73
C -5.7057 2.1718 -2.0346 1.20 0.48 0.30
C -7.2137 2.3877 -2.0244 -0.51 0.23 0.06
O -7.6416 2.7906 -3.3233 -0.17 -0.79 0.36
C -8.4300 1.7862 -3.9576 0.07 0.08 -0.97
N -5.0227 3.3713 -2.6238 -0.22 0.87 -0.40
H -5.0210 2.9035 -0.0963 -0.24 0.02 0.01
H -3.9468 1.7277 -0.8007 -0.02 0.05 -0.39
H -5.4376 1.1853 -0.1027 -0.17 0.09 -0.02
H -5.4567 1.2945 -2.6345 -0.19 0.13 -0.32
H -7.5729 3.1677 -1.3466 0.57 0.15 0.22
H -7.7424 1.4913 -1.6922 0.17 -0.20 -0.13
H -8.6096 2.1407 -4.9718 0.01 0.00 0.01
H -9.4095 1.5929 -3.5170 0.11 0.30 0.45
H -7.9011 0.8325 -4.0345 0.14 0.00 0.12
H -5.6036 3.6971 -3.4011 0.15 -0.31 -0.25
H -5.1975 4.1242 -1.9551 0.11 -0.05 0.17
O 1.0399 -2.7585 -2.7262 0.04 0.35 -0.10
H 1.9448 -2.6073 -2.3428 0.01 -0.14 0.18
H 1.1529 -2.6556 -3.6758 0.02 -0.20 0.01